ORCA calculation (wB97M-V/def2-TZVPD) on a cluster of 2 separate species, CH5NS in total at a distorted geometry.

Each line ends with the natural charge from an NBO analysis.
Atoms and positions in Å:
S: 1.10862 -1.39279 -0.33267  -0.88
N: -1.49535 1.82921 0.07470  -0.66
C: -0.67352 1.13363 0.76663  0.07
H: -1.32419 2.41788 -0.72743  0.43
H: -2.49006 1.73112 0.25112  0.41
H: 0.85320 -2.48164 -1.07303  0.12
H: -0.95333 0.44862 1.58125  0.24
H: 0.40978 1.07781 0.61088  0.26

The relative energy (zero: lowest compared OMol25 entry of this formula, charge and spin) is 51.3 kcal per mole. The LUMO energy comes out at -1.159 eV. The total energy is -13440.4676 eV. The spin multiplicity is 1. The calculation puts the HOMO energy at -0.24717 hartree.